Computed, not measured: C24H48CaF18O24P3 as an isolated structure in a non-equilibrium geometry, with wB97M-V/def2-TZVPD.

Calculated values
E ... -170036.421 eV
M ... 1195.6 g mol⁻¹
Charge ... -1
2S+1 ... 1
Orbital gap ... 4.964 eV

Each line ends with the Löwdin charge.
Geometry (Å):
Ca -6.41 12.46 3.07  1.938
P -10.86 15.38 2.98  0.136
F -11.81 15.40 4.27  -0.147
F -10.94 17.02 2.82  -0.194
F -9.74 15.73 4.08  -0.207
F -9.58 15.36 2.04  -0.199
F -10.62 13.79 2.95  -0.184
F -12.03 15.36 1.79  -0.186
P -2.35 15.87 4.70  0.214
F -3.89 15.98 4.20  -0.204
F -1.95 15.06 3.35  -0.201
F -1.92 17.31 4.11  -0.154
F -0.80 15.63 5.21  -0.193
F -2.71 16.56 6.21  -0.218
F -2.85 14.44 5.35  -0.230
P -7.48 9.76 7.52  0.230
F -8.94 9.95 8.27  -0.176
F -8.29 9.25 6.15  -0.235
F -7.66 11.36 6.93  -0.273
F -6.26 9.80 6.52  -0.205
F -6.52 10.28 8.75  -0.177
F -7.12 8.27 7.96  -0.142
C 4.05 3.92 8.31  -0.086
O 2.74 4.13 8.74  -0.022
C 1.77 4.60 7.84  -0.516
O 1.95 4.80 6.65  0.105
O 0.61 4.74 8.50  0.001
C -0.51 5.06 7.72  -0.057
H 4.63 4.37 9.11  0.089
H 4.28 4.47 7.40  0.094
H 4.45 2.91 8.33  0.091
H -0.41 6.08 7.34  0.101
H -1.30 4.92 8.45  0.102
H -0.72 4.44 6.84  0.098
C -9.79 5.58 13.56  -0.032
O -10.72 5.11 14.57  -0.086
C -10.27 4.46 15.77  -0.467
O -9.07 4.23 15.97  0.087
O -11.31 4.00 16.49  0.004
C -12.67 4.28 16.25  -0.053
H -9.63 6.65 13.71  0.088
H -10.33 5.69 12.61  0.087
H -8.89 4.98 13.52  0.093
H -12.84 4.53 15.20  0.093
H -13.08 5.07 16.88  0.094
H -13.26 3.40 16.48  0.093
C -13.09 4.05 6.76  -0.016
O -13.07 3.18 7.91  -0.008
C -13.63 3.43 9.05  -0.569
O -14.56 4.20 9.18  0.127
O -13.05 2.71 10.12  -0.027
C -11.93 1.78 9.96  -0.049
H -12.67 3.50 5.92  0.090
H -12.47 4.94 6.82  0.101
H -14.11 4.34 6.50  0.096
H -11.50 1.24 10.81  0.083
H -11.04 2.32 9.64  0.086
H -12.15 0.94 9.29  0.085
C -10.39 9.15 -1.52  -0.015
O -9.76 7.89 -1.06  0.004
C -8.81 7.99 -0.11  -0.551
O -8.40 9.04 0.39  0.065
O -8.28 6.76 0.01  -0.012
C -7.16 6.47 0.79  -0.048
H -10.35 10.03 -0.87  0.086
H -11.45 8.99 -1.75  0.091
H -9.91 9.53 -2.42  0.089
H -6.31 6.90 0.25  0.102
H -7.16 5.43 1.11  0.105
H -7.21 7.08 1.70  0.089
C -9.64 15.71 10.44  -0.024
O -8.42 16.13 11.02  -0.047
C -7.93 17.39 10.99  -0.500
O -8.57 18.45 10.85  0.089
O -6.65 17.40 11.48  -0.004
C -5.94 16.22 11.58  -0.104
H -10.12 16.49 9.86  0.102
H -10.16 15.21 11.27  0.099
H -9.36 14.93 9.73  0.095
H -5.78 15.65 10.67  0.104
H -6.17 15.64 12.48  0.099
H -4.89 16.50 11.69  0.091
C 0.73 9.76 2.77  -0.037
O 0.45 9.26 1.44  -0.056
C -0.84 9.39 0.86  -0.461
O -1.87 9.79 1.37  0.094
O -0.91 8.78 -0.41  -0.050
C 0.30 8.35 -1.10  -0.041
H 1.59 9.20 3.16  0.091
H -0.04 9.59 3.53  0.092
H 0.96 10.82 2.80  0.097
H -0.12 8.01 -2.04  0.093
H 0.60 7.42 -0.61  0.084
H 1.19 8.99 -1.06  0.095
C -15.47 11.38 6.87  -0.086
O -16.27 10.48 7.55  -0.027
C -17.48 10.87 8.14  -0.405
O -18.30 9.98 8.58  0.051
O -17.56 12.25 8.30  -0.047
C -18.75 12.80 8.78  -0.062
H -14.74 10.83 6.28  0.100
H -14.95 12.09 7.52  0.097
H -16.09 11.97 6.19  0.095
H -19.07 13.44 7.96  0.092
H -18.49 13.49 9.58  0.096
H -19.56 12.10 9.02  0.096
C -3.76 10.13 18.64  -0.053
O -3.26 10.09 17.35  0.018
C -3.39 9.10 16.53  -0.591
O -3.76 7.99 16.83  0.119
O -3.21 9.55 15.25  -0.016
C -3.48 8.76 14.11  -0.057
H -3.33 9.33 19.25  0.094
H -4.79 9.77 18.74  0.100
H -3.59 11.13 19.03  0.103
H -4.53 8.51 14.00  0.097
H -2.97 7.81 14.26  0.091
H -3.13 9.21 13.19  0.096

***

Computed, not measured: C28H50HfP2Si as an isolated structure in a non-equilibrium geometry, with wB97M-V/def2-TZVPD.

Calculated values
E ... -57585.761 eV
M ... 655.2 g mol⁻¹
Relative energy (zero: lowest compared OMol25 entry of this formula, charge and spin) ... 820.9 kJ/mol
Charge ... +2
2S+1 ... 1
Orbital gap ... 5.222 eV

Each line ends with the Löwdin charge.
Geometry (Å):
Hf 0.53 -0.37 -0.22  1.416
C -0.67 -2.43 1.76  -0.230
C 0.59 -2.56 1.03  -0.386
C 0.86 -1.11 2.85  -0.215
C -0.51 -1.48 2.78  -0.219
C 1.56 -1.77 1.79  -0.335
C -1.91 -3.23 1.58  -0.063
H -1.89 -3.81 0.66  0.049
H -2.79 -2.57 1.56  0.060
H -2.07 -3.96 2.39  0.117
C -1.59 -0.88 3.59  -0.008
H -2.55 -1.38 3.41  0.083
H -1.69 0.18 3.33  0.059
H -1.37 -0.96 4.66  0.099
C 1.42 -0.15 3.81  -0.011
H 1.09 -0.35 4.84  0.106
H 1.08 0.85 3.51  0.049
H 2.52 -0.17 3.80  0.086
C 3.03 -1.99 1.79  -0.058
H 3.37 -2.82 2.44  0.110
H 3.57 -1.10 2.14  0.080
H 3.41 -2.23 0.79  0.042
C 0.98 -3.78 0.27  -0.051
H 1.25 -4.60 0.95  0.109
H 1.84 -3.59 -0.37  0.067
H 0.14 -4.14 -0.34  0.066
C -1.18 0.98 -3.28  -0.080
C -1.62 -0.31 -3.63  -0.080
C -0.92 -1.21 -4.56  -0.142
C 0.62 -1.22 -4.52  -0.171
C 1.25 -0.94 -3.17  -0.227
C 1.85 0.37 -2.90  -0.494
C 1.28 1.58 -3.74  -0.158
C -0.15 1.64 -4.19  -0.144
H -1.20 -0.99 -5.61  0.166
H 1.00 -0.51 -5.27  0.120
H -1.31 -2.22 -4.38  0.117
H -0.28 1.24 -5.20  0.128
H -1.88 1.76 -2.93  0.153
H -2.63 -0.65 -3.34  0.099
H -0.39 2.71 -4.33  0.142
H 1.55 2.53 -3.27  0.094
H 2.93 0.44 -3.28  0.106
H 1.88 1.55 -4.67  0.130
H 0.92 -2.23 -4.85  0.136
H 1.63 -1.87 -2.69  0.085
P -2.61 -0.87 -0.72  0.974
C -4.02 0.17 -1.38  -0.234
C -2.32 -2.52 -1.64  -0.211
P 2.75 0.47 -1.25  0.836
C -1.21 0.07 -1.46  -0.458
C 4.10 -0.78 -1.32  -0.225
C 3.13 2.24 -1.14  -0.205
H -3.91 1.15 -0.89  0.057
H -4.97 -0.26 -1.05  0.056
H -4.00 0.30 -2.48  0.039
H -1.59 -2.38 -2.48  0.024
H -3.27 -3.03 -1.96  0.085
H -1.85 -3.22 -0.92  0.000
H 2.87 2.84 -2.03  0.050
H 4.20 2.34 -0.92  0.068
H 2.58 2.61 -0.26  0.049
H -1.04 1.04 -0.89  0.047
H -0.32 -0.68 -1.84  -0.003
H 4.68 -0.75 -0.38  0.059
H 4.82 -0.61 -2.14  0.072
H 3.72 -1.82 -1.42  0.055
C -0.27 2.75 5.06  -0.187
Si -0.97 3.17 3.37  0.450
C -2.82 3.36 3.60  -0.182
C -0.25 4.88 2.91  -0.182
C -0.50 1.99 1.98  -0.155
C -0.07 1.26 1.05  -0.226
H -0.60 3.59 5.70  0.049
H 0.83 2.71 5.07  0.036
H -0.65 1.82 5.51  0.034
H -3.05 4.10 4.38  0.050
H -3.25 3.72 2.66  0.031
H -3.32 2.42 3.87  0.031
H 0.84 4.81 2.85  0.032
H -0.64 5.17 1.92  0.029
H -0.52 5.67 3.63  0.048

***

Computed, not measured: C5H9P as an isolated structure in a non-equilibrium geometry, with wB97M-V/def2-TZVPD.

Calculated values
E ... -14615.186 eV
M ... 100.1 g mol⁻¹
Relative energy (zero: lowest compared OMol25 entry of this formula, charge and spin) ... 302.4 kJ/mol
Charge ... 0
2S+1 ... 1
Orbital gap (spin up / spin down) ... 8.065 / 8.065 eV

Each line ends with the natural charge from an NBO analysis.
Geometry (Å):
C -1.14 1.81 -0.10  -1.133
C 2.12 0.41 -0.09  -0.463
C 1.10 0.21 1.02  -0.479
C 1.15 -0.42 -0.89  -0.470
C -1.58 -1.02 0.10  -0.961
P -0.36 0.32 -0.07  1.449
H -2.01 1.84 -0.74  0.224
H -0.50 2.68 -0.15  0.228
H 2.21 1.44 -0.42  0.210
H 3.11 -0.03 0.09  0.225
H 1.22 -0.66 1.65  0.216
H 1.30 -1.50 -0.87  0.210
H -2.55 -0.58 0.31  0.256
H -1.61 -1.62 -0.81  0.244
H -1.28 -1.67 0.93  0.244